[1]
The following is a DFT calculation (ωB97M-V/def2-TZVPD) of the molecule C2H3PS in a non-equilibrium geometry.

Output
Highest occupied orbital energy (alpha / beta) in eV: -9.201 / -8.911
SMILES string: [H]/P=C/C=S
Multiplicity: 1
Relative energy (zero: lowest compared OMol25 entry of this formula, charge and spin) in kcal per mole: 50.3
E_LUMO (alpha / beta) in eV: -1.7 / -2.0
Gap between HOMO and LUMO (alpha / beta) in Eh: 0.276 / 0.255

Cartesian coordinates (Å):
H -2.66458 0.53993 0.37546
P -1.97803 -0.71556 -0.24638
C -0.02971 0.24149 0.13954
C 1.08113 -0.36724 -0.28086
S 2.57018 0.42917 0.06121
H 0.03537 1.21848 0.51972
H 0.98564 -1.34628 -0.56869

Cartesian forces (eV/Å) of the 6 atoms listed first:
0.8 -1.8 -0.9
2.5 3.6 1.7
-4.3 -1.9 -1.2
1.4 1.9 1.5
-0.5 -0.7 -0.5
-0.4 1.2 0.6



[2]
The following is a DFT calculation (ωB97M-V/def2-TZVPD) of a cluster of 2 separate species, C2H3PS3 in total in a non-equilibrium geometry.

Output
Highest occupied orbital energy in eV: -8.619
Multiplicity: 1
Relative energy (zero: lowest compared OMol25 entry of this formula, charge and spin) in kcal per mole: 44.4
E_LUMO in eV: -1.2
Gap between HOMO and LUMO in Eh: 0.271

Cartesian coordinates (Å):
C 1.27073 1.17404 0.00295
C -1.53730 0.38541 0.12839
P 2.02329 -0.14357 0.62542
S 0.76797 2.53162 -0.70443
S -2.38395 1.74307 0.44808
S -2.92595 2.87048 -0.97203
H -1.07207 0.10589 -0.75001
H -1.50228 -0.22880 1.00889
H 1.88353 -1.11063 -0.36184

Cartesian forces (eV/Å) of the 6 atoms listed first:
-0.5 2.3 -2.5
-1.7 1.5 1.8
0.5 0.2 1.7
1.0 -2.3 1.6
0.1 -1.4 0.7
0.2 0.4 -0.8



[3]
The following is a DFT calculation (ωB97M-V/def2-TZVPD) of the molecule C2H4 in a non-equilibrium geometry.

Output
Highest occupied orbital energy in eV: -10.074
SMILES string: C=C
Multiplicity: 1
Relative energy (zero: lowest compared OMol25 entry of this formula, charge and spin) in kcal per mole: 15.4
E_LUMO in eV: 1.4
Gap between HOMO and LUMO in Eh: 0.421

Cartesian coordinates (Å):
C -0.72304 0.00791 0.02400
C 0.63743 0.02507 0.00408
H -1.10662 0.98556 0.03941
H -1.33930 -1.07684 -0.04532
H 1.33270 -0.83804 -0.01679
H 1.19884 0.89633 -0.00538

Force components x, y, z for each atom (eV/Å):
2.0 -3.8 -0.4
-1.6 -2.6 0.0
-1.5 0.7 0.0
1.6 3.6 0.3
-1.0 0.1 0.0
0.5 2.0 0.1



| no. | DFT total energy (a.u.) |
| --- | --- |
| 1 | -817.3930 |
| 2 | -1613.7943 |
| 3 | -78.5419 |